The following is a DFT calculation (wB97M-V/def2-TZVPD) of a cluster of 2 separate species, C3H11N6O3P in total at a distorted geometry.

Values from the calculation:
Multiplicity = 1
E_tot = -1016.51100 Ha
LUMO level = 0.41 eV
Relative energy (zero: lowest compared OMol25 entry of this formula, charge and spin) = 351.8 kJ/mol
Orbital gap = 7.9 eV

XYZ file:
```
24
C3H11N6O3P wB97M-V/def2-TZVPD
C 1.31569 1.50314 1.15315
C -0.05783 -1.92108 0.21049
C 0.05583 0.33323 -0.60691
N 1.11268 2.70504 1.79149
N 1.95606 0.51789 1.60859
N 0.76007 -3.02560 0.26446
N 0.39776 -0.77121 -0.08126
N -1.32829 -2.03470 0.58098
N 0.61765 1.42472 -0.03373
O -0.67273 -0.77461 -3.02390
O -2.39496 0.50670 -1.80591
O -0.47123 1.74696 -3.10961
P -0.87576 0.63368 -2.21729
H -1.61842 0.49497 0.51919
H 1.60018 2.90278 2.61628
H 0.48882 3.46462 1.66258
H 2.32764 0.65255 2.56855
H -1.60766 -1.15415 0.86740
H 1.68805 -2.85556 0.11738
H 0.61354 -3.73083 0.85939
H 0.02911 -0.73500 -3.68642
H -1.85393 -2.83482 1.01034
H -2.28881 0.64661 -0.83992
H 0.20656 2.30467 -0.42533
```

Mulliken atomic charge list, values in e, 8 entries: atom 1 (C): 0.467, atom 2 (C): 0.277, atom 3 (C): -0.445, atom 4 (N): -0.392, atom 5 (N): -0.558, atom 6 (N): -0.411, atom 7 (N): -0.007, atom 8 (N): -0.240